C3H4N2O2 | ωB97M-V/def2-TZVPD

**SMILES**: O=C1CN=CN1O
**Frontier orbital gap**: 10.10 eV
**E_tot**: -376.62836 Eh
**Lowest unoccupied orbital energy**: 0.68 eV
**Energy relative to the best compared isomer or geometry (same formula, charge and spin)**: 85.0 kcal/mol

ORCA input file:
```
! wB97M-V def2-TZVPD RIJCOSX def2/J DEFGRID3
* xyz 0 1
C -0.667 -1.278 -0.046
C -1.359 0.790 0.041
C 0.174 0.777 -0.111
H 2.289 -0.117 0.330
H -0.506 -2.418 -0.151
H -1.611 1.442 0.821
H -1.940 1.221 -0.766
N 0.470 -0.551 -0.127
N -1.712 -0.579 0.111
O 1.758 -0.997 0.075
O 0.938 1.753 -0.003
*
```